(1)
{"formula": "C26H74N4O14", "method": "wB97M-V/def2-TZVPD", "total_charge": 0, "multiplicity": 1, "relative_energy_kcal_mol": 302.7, "smiles": "COC[C@H](C)N.COC[C@H](C)N.COC[C@H](C)N.COC[C@H](C)N.OCCO.OCCO.OCCO.OCCO.OCCO", "elements": ["C", "O", "C", "C", "C", "N", "H", "H", "H", "H", "H", "H", "H", "H", "H", "H", "H", "C", "O", "C", "C", "C", "N", "H", "H", "H", "H", "H", "H", "H", "H", "H", "H", "H", "C", "O", "C", "C", "C", "N", "H", "H", "H", "H", "H", "H", "H", "H", "H", "H", "H", "C", "O", "C", "C", "C", "N", "H", "H", "H", "H", "H", "H", "H", "H", "H", "H", "H", "O", "C", "C", "O", "H", "H", "H", "H", "H", "H", "O", "C", "C", "O", "H", "H", "H", "H", "H", "H", "O", "C", "C", "O", "H", "H", "H", "H", "H", "H", "O", "C", "C", "O", "H", "H", "H", "H", "H", "H", "O", "C", "C", "O", "H", "H", "H", "H", "H", "H"], "coordinates": [[-1.9951, -0.6943, 2.5588], [-1.5502, -0.7995, 1.1559], [-0.2525, -0.4112, 0.9350], [0.4624, -1.3544, -0.0368], [0.5509, -2.6998, 0.5892], [1.8040, -0.8497, -0.2217], [-1.2362, -0.9691, 3.2588], [-2.9019, -1.2045, 2.7035], [-2.0925, 0.4125, 2.7855], [-0.1620, 0.6106, 0.6312], [0.2617, -0.4845, 1.8972], [-0.1821, -1.2284, -0.8189], [1.1595, -3.3599, -0.0447], [-0.4211, -3.1016, 0.3124], [0.6863, -2.7810, 1.6671], [1.7639, 0.0234, -0.7556], [2.5778, -1.3934, -0.6234], [-1.5980, 4.6092, -3.3825], [-1.0348, 3.7962, -2.3497], [0.1957, 3.2346, -2.8286], [0.8620, 2.2337, -1.7561], [1.1244, 2.9594, -0.3614], [2.0609, 1.5476, -2.1657], [-2.0342, 3.9826, -4.2545], [-0.9544, 5.4126, -3.7563], [-2.4078, 5.2092, -2.9455], [0.0561, 2.6484, -3.7715], [0.8112, 4.1477, -3.0116], [0.0397, 1.5473, -1.5181], [1.8208, 3.7273, -0.3534], [1.3537, 2.2964, 0.4047], [0.1796, 3.4179, -0.0171], [1.8325, 0.8798, -2.9205], [2.7005, 2.0677, -2.7646], [3.0420, -0.6176, 3.4262], [2.1253, 0.2879, 4.0166], [2.0707, 1.4398, 3.1835], [1.0854, 2.4807, 3.5944], [-0.3421, 2.1263, 3.5335], [1.1520, 3.6814, 2.7113], [2.7002, -0.8505, 2.4145], [3.0258, -1.5300, 3.9814], [4.0259, -0.1678, 3.3298], [3.0382, 1.8266, 3.1877], [1.8472, 1.1180, 2.1741], [1.3117, 2.7373, 4.6646], [-0.6381, 2.0774, 2.4538], [-0.9998, 2.9483, 3.9299], [-0.4344, 1.1487, 3.9954], [0.9896, 3.5430, 1.7063], [2.0847, 4.1410, 2.8262], [4.4758, -3.3562, -0.1346], [4.6554, -2.2457, -0.9884], [4.7385, -1.0372, -0.3167], [6.1608, -0.5258, -0.3172], [7.1738, -1.3983, 0.4822], [6.1824, 0.9124, -0.0426], [3.6708, -3.0514, 0.5626], [5.3564, -3.6687, 0.3296], [3.9182, -4.0532, -0.7102], [4.1081, -0.3654, -0.8552], [4.4164, -1.1352, 0.7063], [6.3233, -0.6671, -1.3477], [7.1285, -1.2151, 1.6377], [8.1773, -1.1371, 0.1868], [7.0997, -2.5050, 0.3765], [5.7672, 1.1596, 0.9129], [5.4620, 1.2647, -0.6278], [-3.5989, 2.5338, 2.5478], [-4.2022, 3.1411, 3.6622], [-4.0358, 2.1037, 4.7910], [-4.3854, 1.0899, 4.1721], [-3.4264, 3.3932, 1.9819], [-3.6916, 4.0478, 3.8575], [-5.2161, 3.3808, 3.4600], [-4.6504, 2.4064, 5.6693], [-2.9922, 2.0866, 5.0728], [-4.1540, 1.2541, 3.3252], [-6.4835, -3.7407, 0.0305], [-5.7628, -2.6210, -0.1583], [-4.4847, -2.6627, 0.6195], [-3.9291, -1.5346, 0.3831], [-7.3886, -3.6270, -0.2453], [-5.4800, -2.5300, -1.1774], [-6.3776, -1.8137, 0.1221], [-3.7658, -3.4414, 0.3818], [-4.6902, -2.7843, 1.6245], [-2.9271, -1.6344, 0.4222], [1.3003, 0.0889, -4.4792], [0.8418, -0.9334, -3.6172], [2.0185, -1.7088, -3.2601], [1.6341, -2.6960, -2.6604], [1.4235, -0.3417, -5.3469], [0.2034, -0.5471, -2.7998], [0.0729, -1.6084, -4.2124], [2.8071, -1.1808, -2.6243], [2.5408, -2.0604, -4.1177], [1.9767, -3.4924, -3.0440], [-2.2683, -5.1904, -1.4076], [-2.6366, -3.8631, -1.7795], [-1.8016, -3.4604, -2.9969], [-2.1104, -2.3101, -3.3247], [-1.5966, -5.4998, -2.0126], [-3.7763, -3.8388, -1.8868], [-2.2648, -3.0561, -1.0387], [-1.9683, -4.1691, -3.8357], [-0.7183, -3.4944, -2.7877], [-1.8540, -1.6851, -2.6092], [-2.3129, -0.1786, -1.7368], [-2.6259, 1.1564, -2.0462], [-2.6882, 2.0016, -0.7730], [-3.0123, 3.1652, -1.0270], [-3.0239, -0.6020, -1.1757], [-1.8510, 1.5399, -2.7209], [-3.5981, 1.2348, -2.5375], [-1.7322, 1.9686, -0.1163], [-3.3909, 1.5479, -0.0553], [-2.3260, 3.3673, -1.7371]], "atomic_forces_ev_per_a": [[1.2, 3.2, -1.3], [-1.9, -0.9, 1.3], [1.9, -0.5, 1.5], [2.2, 0.9, 3.2], [-1.6, -1.6, -1.8], [0.3, 1.7, -0.4], [0.7, -0.9, 0.2], [-1.1, -0.7, -0.1], [-0.5, -1.3, -0.4], [-0.2, 0.9, -0.5], [0.4, 0.1, 0.1], [-1.4, -0.8, -3.0], [0.5, 0.2, 0.6], [-0.5, -0.6, 0.8], [0.4, 0.2, -0.2], [0.5, -0.3, 0.3], [-1.5, -0.4, 0.2], [-1.5, 0.1, -0.8], [0.9, 0.4, -1.5], [1.3, -0.5, 0.6], [-0.8, 2.6, 1.2], [-3.0, -0.3, -2.2], [0.1, -1.0, -1.8], [0.9, 0.9, 1.4], [0.6, -0.6, -0.1], [-0.1, -0.6, 0.1], [-0.1, 0.5, 0.5], [0.2, -0.9, -0.1], [0.4, -0.4, -0.2], [1.7, 1.4, -0.5], [0.8, -1.7, 0.9], [0.1, 0.0, -0.4], [-0.1, 0.2, 0.9], [0.0, 1.0, 0.8], [-0.9, 0.4, -0.6], [-0.3, 0.1, 0.0], [-1.1, -1.4, -0.1], [0.1, 2.0, 0.4], [-1.4, -0.2, -0.9], [2.1, 1.0, 0.9], [0.0, -0.1, -0.2], [0.3, -0.4, 0.6], [0.4, 0.0, 0.3], [1.8, 1.2, -0.2], [-0.1, -0.1, -0.6], [0.0, 0.3, -0.9], [0.1, -0.3, 0.7], [0.7, -1.1, 0.1], [-0.8, 0.0, 0.2], [0.1, -0.4, 1.2], [-1.1, -0.4, -0.4], [-2.9, 1.7, -0.3], [0.1, -1.0, -0.6], [1.1, 0.0, 1.0], [-0.4, -0.7, 1.0], [-0.5, 0.4, 1.9], [0.0, 0.1, 2.3], [0.7, -0.2, 0.6], [1.3, -0.8, 0.7], [0.3, -1.3, -0.7], [-0.3, 1.0, -0.2], [-0.6, 0.0, 0.5], [1.3, 0.2, -1.5], [-0.1, -0.1, -2.0], [0.4, 0.2, -0.1], [-0.3, 0.9, -0.3], [1.0, -0.9, -1.4], [-0.5, 0.8, -0.9], [1.0, 3.6, -3.0], [0.9, 1.1, 1.9], [1.3, 8.1, 2.9], [-4.2, -9.9, 1.2], [-0.2, -3.2, 0.9], [0.6, 1.2, 0.5], [-1.3, -0.1, -0.1], [0.2, -0.4, -0.3], [0.8, 0.2, 0.6], [0.9, -0.7, -4.7], [-1.3, -3.2, 0.6], [0.9, -0.2, -0.3], [-2.0, -4.3, -0.3], [5.2, 6.2, -1.5], [-0.3, 0.0, -0.1], [0.3, 0.5, -1.4], [-0.2, 1.8, 0.5], [-0.7, -1.0, -0.4], [-0.8, -0.5, 2.6], [-1.4, 0.8, 0.3], [-0.5, 0.7, -1.4], [-2.7, 0.0, -2.4], [4.7, 7.2, -2.8], [-3.8, -10.6, 6.7], [0.0, 0.6, 0.6], [0.8, 0.1, -0.2], [1.5, 1.0, 1.2], [-0.8, 0.5, -1.0], [0.7, 0.8, -1.7], [0.0, -0.7, 0.3], [-0.6, 0.3, 0.9], [0.8, -0.4, 0.4], [1.2, -7.8, 1.5], [-2.0, 9.3, -2.7], [0.2, 0.0, -0.2], [1.7, 0.3, -0.1], [-0.9, -1.4, -0.3], [-0.1, 0.0, 0.2], [0.1, -0.9, 0.6], [-0.6, 0.3, -0.8], [-0.4, -1.2, 0.6], [0.0, -0.4, 0.8], [2.3, -8.2, 3.8], [-1.9, 8.7, -3.0], [0.7, 0.9, -0.7], [-0.2, -0.2, 0.0], [0.0, 0.1, -0.1], [-0.4, -0.5, -1.1], [-0.2, -0.4, -0.3], [-1.1, 0.9, 1.2]], "lowdin_charge": [0.0020, -0.2010, -0.2262, -0.4180, -0.0262, 0.0975, 0.0834, 0.0735, 0.0773, 0.0873, 0.1089, 0.0764, 0.0797, 0.0680, 0.0971, 0.0415, 0.0381, -0.0848, -0.2523, -0.1336, -0.3473, -0.0438, 0.0473, 0.1325, 0.0900, 0.0994, 0.1286, 0.1337, 0.1027, 0.0614, 0.0140, 0.0839, 0.0313, 0.0990, -0.1068, -0.1658, -0.2256, -0.4304, -0.0867, 0.0400, 0.0569, 0.0843, 0.0825, 0.1028, 0.0964, 0.1598, 0.0808, 0.0992, 0.0773, 0.0145, 0.0909, -0.0715, -0.1787, -0.2728, -0.4239, -0.0388, 0.0415, 0.0896, 0.0603, 0.0793, 0.0912, 0.1081, 0.1206, 0.1075, 0.0570, 0.0651, 0.1020, 0.0385, -0.1089, -0.2269, -0.3517, 0.0304, 0.1782, 0.1073, 0.1141, 0.1403, 0.1059, -0.0028, -0.0191, -0.2796, -0.3488, -0.0646, 0.0919, 0.1058, 0.1210, 0.1192, 0.1077, 0.0883, -0.0912, -0.2293, -0.4448, 0.0167, 0.1166, 0.1134, 0.1671, 0.1316, 0.1351, 0.1314, -0.0617, -0.2071, -0.4302, -0.0199, 0.0662, 0.1481, 0.1140, 0.1424, 0.1155, 0.0715, -0.0974, -0.1805, -0.4235, -0.0135, 0.1021, 0.1113, 0.1378, 0.1300, 0.1290, 0.0450]}

***

(2)
{"formula": "C26H74O11", "method": "wB97M-V/def2-TZVPD", "total_charge": 0, "multiplicity": 1, "relative_energy_kcal_mol": 50.6, "smiles": "CC(C)O.CC(C)O.CC(C)O.CC(C)O.CCO.CCO.CCO.CCO.CCO.CCO.CCO", "elements": ["C", "C", "C", "O", "H", "H", "H", "H", "H", "H", "H", "H", "C", "C", "C", "O", "H", "H", "H", "H", "H", "H", "H", "H", "C", "C", "C", "O", "H", "H", "H", "H", "H", "H", "H", "H", "C", "C", "C", "O", "H", "H", "H", "H", "H", "H", "H", "H", "C", "C", "O", "H", "H", "H", "H", "H", "H", "C", "C", "O", "H", "H", "H", "H", "H", "H", "C", "C", "O", "H", "H", "H", "H", "H", "H", "C", "C", "O", "H", "H", "H", "H", "H", "H", "C", "C", "O", "H", "H", "H", "H", "H", "H", "C", "C", "O", "H", "H", "H", "H", "H", "H", "C", "C", "O", "H", "H", "H", "H", "H", "H"], "coordinates": [[2.2595, -0.2249, -4.2146], [2.7067, 1.2281, -3.9416], [3.7359, 1.1239, -2.8239], [3.1943, 1.7111, -5.1291], [3.1114, -0.7486, -4.6995], [1.3170, -0.2777, -4.7482], [2.1573, -0.7215, -3.2577], [1.9480, 1.8838, -3.5224], [4.4176, 0.3655, -3.0654], [3.3956, 1.1122, -1.7688], [4.2491, 2.0218, -2.8039], [3.2854, 2.6600, -5.1867], [-5.6536, -0.1792, 1.5464], [-4.2050, -0.5108, 1.3751], [-3.9359, -1.4857, 0.2122], [-3.5663, 0.7402, 0.9988], [-6.1664, -1.1244, 1.7021], [-5.9718, 0.0620, 0.5772], [-6.0444, 0.5840, 2.2142], [-3.7227, -0.9008, 2.3129], [-2.8962, -1.6950, 0.2167], [-4.1414, -0.9031, -0.7100], [-4.6862, -2.2743, 0.2448], [-3.5615, 1.3117, 1.7699], [4.7012, -2.5974, 0.3383], [3.9530, -2.9789, -1.0552], [4.4817, -4.2782, -1.6793], [2.5667, -3.0403, -0.7555], [4.1430, -1.7315, 0.7972], [5.7665, -2.4018, 0.2398], [4.6374, -3.4601, 0.9891], [4.0757, -2.0646, -1.6614], [4.4309, -5.0624, -0.9816], [5.5244, -4.1123, -1.9450], [3.8326, -4.5049, -2.5074], [2.1179, -3.0468, -1.5733], [0.7796, -0.1693, -0.4060], [-0.5551, -0.0508, 0.2551], [-0.3938, 0.6220, 1.6141], [-1.3690, 0.8204, -0.4983], [1.1823, 0.8352, -0.4586], [0.8394, -0.5778, -1.3989], [1.3891, -0.8422, 0.1789], [-0.9776, -1.1115, 0.2768], [0.0943, 1.6080, 1.4009], [0.3915, 0.0764, 2.0885], [-1.2879, 0.6311, 2.2424], [-2.2518, 0.8479, -0.0490], [4.8372, 1.3901, 1.7422], [3.3941, 1.1198, 1.2201], [2.6486, 2.3198, 0.7836], [4.7937, 1.8927, 2.6781], [5.3866, 2.0004, 1.0073], [5.3831, 0.4563, 1.8893], [2.6617, 0.7839, 1.9452], [3.5034, 0.3730, 0.4728], [2.7331, 2.4368, -0.1740], [1.9639, -2.2241, 3.5859], [0.8767, -3.2122, 3.1138], [1.4679, -4.0895, 2.1683], [2.4151, -1.6995, 2.7106], [2.8485, -2.6854, 4.0187], [1.5913, -1.5413, 4.3573], [0.0008, -2.6318, 2.7222], [0.5484, -3.8418, 4.0084], [1.2677, -3.8545, 1.2601], [-4.4390, 1.1715, 5.2040], [-4.0907, 2.4507, 4.4153], [-3.2603, 2.2022, 3.2264], [-5.0995, 1.4720, 6.0244], [-3.5556, 0.7003, 5.5932], [-5.0382, 0.4763, 4.5960], [-3.5029, 3.1286, 5.1037], [-4.9992, 2.9948, 4.0762], [-2.7725, 2.9829, 3.0442], [-3.2057, -2.1277, -4.4231], [-3.2304, -1.1112, -3.3017], [-1.9351, -1.1684, -2.6260], [-2.3425, -1.8849, -5.0421], [-4.0605, -1.8930, -5.1087], [-3.2291, -3.1552, -4.2169], [-4.0685, -1.3434, -2.7066], [-3.5309, -0.1436, -3.7250], [-1.8135, -0.3384, -2.0994], [1.1042, -5.3939, -3.5371], [0.0548, -4.3241, -3.3534], [0.6819, -3.0895, -3.1010], [1.5995, -5.6107, -2.6015], [1.7489, -4.9919, -4.2919], [0.5631, -6.2716, -3.8726], [-0.6669, -4.5575, -2.5138], [-0.4884, -4.2976, -4.3077], [0.0206, -2.4930, -2.7526], [-2.6557, 4.7231, -0.5484], [-1.1920, 4.1236, -0.4505], [-0.8541, 3.5737, -1.6801], [-2.8949, 5.4718, 0.2232], [-3.4081, 3.9228, -0.6073], [-2.6649, 5.3653, -1.4374], [-0.9495, 3.4637, 0.4097], [-0.5177, 4.9698, -0.2601], [-0.7277, 2.6265, -1.5710], [0.3468, 5.6244, 2.9110], [-0.3948, 4.2909, 3.1731], [-1.7039, 4.3664, 2.6398], [1.3247, 5.5072, 3.4198], [-0.2115, 6.4456, 3.3411], [0.4477, 5.7519, 1.8568], [-0.5121, 4.1016, 4.2214], [0.1698, 3.4594, 2.6736], [-1.6662, 4.6672, 1.7236]], "atomic_forces_ev_per_a": [[0.4, 0.6, 0.4], [-0.8, -1.6, 1.9], [-0.8, 0.7, 0.5], [0.9, 0.1, -1.6], [-0.7, 0.4, -0.1], [0.1, -0.2, -0.3], [-0.3, -0.2, 0.2], [-0.8, -0.1, -0.3], [1.1, -1.3, 0.1], [-0.5, -0.9, -0.7], [1.5, 2.0, -0.3], [-0.1, 0.3, 0.4], [-0.7, -1.7, 0.1], [1.2, 0.9, 0.5], [-1.7, 2.1, 0.1], [0.1, -1.1, -0.6], [-0.4, -0.1, 0.6], [-0.6, 0.8, -1.5], [0.7, 0.0, 0.4], [-0.4, 0.3, -0.6], [0.7, -1.0, -0.1], [0.1, -0.3, 0.5], [0.6, -0.5, 0.0], [0.1, 0.5, 0.7], [-1.6, -0.2, -1.2], [1.2, 1.2, 2.1], [-0.1, 2.2, -0.1], [0.8, -0.3, 1.8], [0.8, -0.9, -0.4], [0.0, 0.3, -0.4], [-0.3, -0.1, 0.4], [0.3, -0.6, -0.4], [-0.1, -1.1, 1.0], [0.0, -0.2, -0.4], [0.2, -0.3, -0.7], [-1.3, -0.1, -1.7], [0.4, 0.3, 0.0], [-0.7, -0.7, 0.2], [0.9, -0.2, -0.5], [-0.9, -0.1, -1.2], [0.5, 0.1, 0.1], [-0.7, -0.2, -0.6], [0.5, 0.1, 0.3], [0.1, 1.3, 0.3], [-0.9, -0.5, 0.4], [0.5, -0.5, 1.0], [0.2, 0.3, -0.3], [0.3, 0.1, 0.0], [-1.0, 0.0, -0.9], [-0.1, 1.6, 0.6], [1.1, -0.6, -0.3], [0.1, 0.6, 0.8], [-0.2, -0.2, 0.3], [-0.2, -0.1, -0.1], [0.6, -0.7, 0.6], [-0.4, -0.5, -1.1], [0.2, 0.0, 0.3], [0.2, 0.3, -0.5], [0.5, 0.1, 1.0], [-0.4, -0.4, 0.2], [-0.7, 0.1, 0.5], [-0.2, -0.7, 0.2], [-0.1, 0.2, -0.4], [0.6, -0.6, 0.2], [0.2, 0.8, -1.2], [0.1, 0.3, -0.1], [-0.8, 0.9, -1.0], [0.8, 0.5, -0.1], [-1.8, -1.8, 1.7], [0.2, 0.0, 0.0], [0.3, -0.3, 0.1], [0.4, 0.1, 0.1], [-0.7, -0.6, -0.7], [0.4, -0.4, 0.4], [1.0, 1.6, -0.4], [-0.5, 2.4, -2.0], [1.1, -0.6, -0.8], [-1.2, 1.1, 0.0], [0.3, -0.3, 0.0], [0.4, -0.4, 0.6], [0.1, -1.3, 0.8], [-0.7, -0.5, 1.6], [0.9, 0.2, 0.1], [-0.1, -0.7, -0.2], [-1.1, 0.4, 0.6], [-1.0, -0.6, 0.5], [0.6, 0.2, 0.2], [0.4, -0.1, 0.1], [0.8, -0.3, -0.4], [0.3, -0.3, -0.2], [0.6, 0.1, -0.9], [-0.3, 0.3, 0.2], [-0.5, 0.5, 0.0], [1.1, -0.1, 0.2], [-0.6, 1.4, 0.7], [0.4, -0.5, -0.5], [0.0, -0.6, 0.3], [0.2, 0.4, 0.0], [0.0, -0.6, -0.2], [-0.8, -0.2, -0.6], [0.0, 0.2, -0.2], [-0.2, -0.3, 0.1], [0.1, -1.6, 1.6], [0.9, 0.6, -1.5], [-0.7, 0.0, 0.0], [-0.3, 0.5, -0.5], [0.0, 0.2, 0.1], [0.3, 0.2, -0.7], [0.1, -0.2, 0.6], [-0.4, 0.5, 0.6], [0.0, -0.1, 0.2]], "lowdin_charge": [-0.0370, -0.5063, -0.0507, -0.0162, 0.1014, 0.0787, 0.0393, 0.1344, 0.0648, 0.0683, 0.0510, 0.0958, -0.0584, -0.4377, -0.0214, -0.0992, 0.0825, 0.0649, 0.0818, 0.1510, 0.0467, 0.0771, 0.0907, 0.0342, -0.0244, -0.4283, -0.0333, -0.0613, 0.0572, 0.0654, 0.0644, 0.1225, 0.0639, 0.0843, 0.0580, 0.0183, -0.0428, -0.4778, -0.0191, -0.0927, 0.0683, 0.0624, 0.0727, 0.1441, 0.0786, 0.0489, 0.0770, 0.0626, -0.0581, -0.2740, -0.1130, 0.0529, 0.0805, 0.0650, 0.0916, 0.0579, 0.0575, -0.1018, -0.3095, -0.0892, 0.0559, 0.0653, 0.0692, 0.1073, 0.1237, 0.0590, -0.0788, -0.2417, -0.1147, 0.0753, 0.0667, 0.0637, 0.1241, 0.1159, 0.0110, -0.0886, -0.2912, -0.0979, 0.0752, 0.0896, 0.0487, 0.0669, 0.1198, 0.0648, -0.0820, -0.3291, -0.0917, 0.0669, 0.0748, 0.0769, 0.1362, 0.1073, 0.0509, -0.0537, -0.3341, -0.0644, 0.0661, 0.0774, 0.0740, 0.0927, 0.1006, 0.0580, -0.0589, -0.2783, -0.1088, 0.0885, 0.0733, 0.0502, 0.1081, 0.1083, 0.0374]}

***

Calculated values (eV) of HOMO level for the records, taken in order: -8.656, -9.866.
Calculated values (eV) of gap between HOMO and LUMO for the records, taken in order: 8.88, 10.57.